(1)
Molecular formula: C8H14N2OS
Method: DFT, ωB97M-V with the def2-TZVPD basis set

Last column: Mulliken charge in e.
CARTESIAN COORDINATES (ANGSTROEM)
C -4.058 1.222 -0.113  -1.33
C -2.790 0.387 -0.234  -0.25
C -1.838 0.633 0.944  -0.82
C -0.598 -0.183 0.799  0.00
C 0.617 0.339 0.646  -0.61
N 1.804 -0.360 0.600  -0.63
C 2.061 -1.393 -0.084  0.87
C 1.198 -2.054 -1.112  -1.43
S 3.653 -2.104 0.186  -0.21
H -4.588 0.983 0.806  0.33
H -4.722 1.031 -0.953  0.36
H -3.816 2.283 -0.102  0.34
H -2.276 0.637 -1.165  0.30
H -3.053 -0.673 -0.271  0.30
H -2.349 0.362 1.872  0.34
H -1.584 1.693 0.991  0.37
H -0.725 -1.256 0.844  0.41
H 0.773 1.411 0.669  0.30
H 0.349 -1.413 -1.345  0.31
H 0.826 -3.007 -0.735  0.34
H 1.768 -2.241 -2.020  0.49
H 3.510 -3.101 -0.690  0.14
N 3.908 1.376 0.757  -0.50
C 4.170 2.023 -0.205  0.54
O 4.561 2.729 -1.038  -0.46
H 3.199 0.679 0.954  0.49

SMILES = CCC/C=C/N=C(\C)S.N=C=O
ΔE to the lowest compared entry with this formula, charge and spin = 0.680 eV
Orbital gap = 9.377 eV

=====

(2)
Molecular formula: C8H14N2PPdS
Method: DFT, ωB97M-V with the def2-TZVPD basis set

Last column: Mulliken charge in e.
CARTESIAN COORDINATES (ANGSTROEM)
C 0.179 -0.242 -1.998  0.17
C -0.884 -1.117 -2.516  -0.63
C -0.504 -2.472 -2.338  -0.48
C 0.857 -2.460 -1.808  -0.39
C 1.265 -1.121 -1.559  -0.55
Pd 0.793 0.671 0.256  0.04
P -0.411 2.480 0.760  -0.14
H 0.262 0.837 -2.241  0.54
H -1.787 -0.779 -3.053  0.41
H -1.100 -3.353 -2.547  0.43
H 2.270 -0.774 -1.273  0.48
H 1.466 -3.387 -1.642  0.39
H -1.588 2.389 1.596  0.14
H -0.935 3.104 -0.409  0.14
H 0.393 3.518 1.316  0.14
S -0.119 -1.141 1.340  -0.11
C -0.250 -0.505 2.936  0.10
N 0.712 -0.199 3.834  -0.16
C 0.195 0.478 5.001  -0.42
C -1.326 0.446 4.768  -0.40
N -1.440 -0.255 3.516  -0.15
H 1.704 -0.234 3.598  0.19
H 0.574 1.507 5.082  0.26
H 0.454 -0.055 5.921  0.28
H -1.752 1.457 4.712  0.24
H -1.834 -0.111 5.561  0.26
H -2.301 -0.346 2.968  0.21

2S+1 = 5
<S²> = 6.030
Total charge = +1
ΔE to the lowest compared entry with this formula, charge and spin = 0.000 eV
Orbital gap (spin up / spin down) = 4.306 / 5.208 eV

=====

(3)
Molecular formula: C8H14N2PSW
Method: DFT, ωB97M-V with the def2-TZVPD basis set

Last column: Mulliken charge in e.
CARTESIAN COORDINATES (ANGSTROEM)
C 0.249 -0.381 -1.973  -0.73
C 1.398 -1.079 -1.452  -0.16
C 2.431 -0.193 -1.149  -0.53
C 2.072 1.090 -1.549  -0.50
C 0.735 1.121 -2.068  -0.63
W -0.597 0.764 -0.448  0.46
P -1.718 -1.198 0.097  -0.11
H -0.458 -0.727 -2.709  0.58
H 1.318 -2.137 -1.213  0.42
H 3.323 -0.445 -0.559  0.42
H 0.357 1.772 -2.858  0.54
H 2.665 2.007 -1.504  0.40
H -1.506 -1.869 1.374  0.08
H -1.706 -2.336 -0.805  0.14
H -3.133 -0.910 0.182  0.12
S 0.740 0.771 1.305  -0.22
C -0.075 0.953 2.947  0.12
N -0.896 1.949 3.246  -0.08
C -1.603 1.730 4.500  -0.42
C -1.040 0.398 4.980  -0.40
N -0.077 0.043 3.933  -0.08
H -1.065 2.730 2.612  0.22
H -2.688 1.686 4.344  0.28
H -1.403 2.535 5.209  0.29
H -1.823 -0.361 5.075  0.27
H -0.541 0.494 5.948  0.29
H 0.446 -0.820 3.895  0.23

2S+1 = 3
<S²> = 2.166
Total charge = +1
ΔE to the lowest compared entry with this formula, charge and spin = 2.763 eV
Orbital gap (spin up / spin down) = 5.875 / 6.188 eV

=====

(4)
Molecular formula: C8H14N3
Method: DFT, ωB97M-V with the def2-TZVPD basis set

Last column: Mulliken charge in e.
CARTESIAN COORDINATES (ANGSTROEM)
C 2.030 -0.240 -0.218  -0.60
C -0.096 0.708 -0.759  -0.06
C 1.383 0.867 -0.605  0.56
C -0.637 -0.077 1.367  0.32
C 0.533 -1.473 -0.207  -0.45
C 1.918 2.185 -0.803  -1.51
C -1.241 0.129 2.667  -1.16
C -1.605 -1.290 -1.383  -0.97
N -0.719 0.906 0.532  -0.40
N -0.121 -1.323 1.047  -0.07
N -0.258 -0.743 -1.249  -0.22
H 3.084 -0.492 -0.073  0.42
H -0.512 1.351 -1.532  0.59
H 0.831 -2.457 -0.555  0.54
H 1.280 2.976 -0.366  0.39
H 1.774 2.475 -1.822  0.36
H 2.894 2.458 -0.408  0.39
H -1.639 1.146 2.497  0.30
H -0.525 0.112 3.535  0.32
H -1.971 -0.604 2.623  0.35
H -2.246 -1.086 -0.543  0.34
H -2.045 -0.780 -2.207  0.42
H -1.643 -2.269 -1.642  0.40
H 0.210 -1.842 1.866  0.34
H 0.165 -0.786 -2.221  0.41

2S+1 = 3
<S²> = 2.011
Total charge = +1
ΔE to the lowest compared entry with this formula, charge and spin = 2.942 eV
Orbital gap (spin up / spin down) = 5.636 / 6.730 eV

=====

(5)
Molecular formula: C8H14N4
Method: DFT, ωB97M-V with the def2-TZVPD basis set

Last column: Mulliken charge in e.
CARTESIAN COORDINATES (ANGSTROEM)
C 0.275 0.868 2.054  0.84
C -1.712 -1.213 0.115  -0.85
C -1.023 -1.013 1.253  0.50
C -0.541 0.774 -0.228  -0.91
C -0.575 -1.798 2.463  -1.07
C -1.295 -0.459 -2.167  -0.95
C 1.575 -0.221 -0.741  -1.03
C 1.430 2.198 -0.800  -0.87
N 0.923 1.231 2.954  -0.64
N -0.405 0.319 1.091  0.16
N -1.509 -0.073 -0.782  0.18
N 0.724 0.981 -0.922  0.17
H -2.383 -2.037 -0.120  0.43
H -1.045 1.802 -0.030  0.42
H -1.396 -2.023 3.136  0.33
H 0.051 -1.057 3.118  0.21
H 0.103 -2.561 1.991  0.29
H -0.360 -1.073 -2.297  0.23
H -2.142 -0.935 -2.635  0.34
H -1.082 0.365 -2.810  0.38
H 2.298 -0.253 -1.577  0.41
H 1.992 -0.296 0.309  0.27
H 0.969 -1.276 -0.932  0.24
H 2.528 2.272 -1.242  0.26
H 1.033 2.966 -1.455  0.35
H 1.565 2.512 0.255  0.30

2S+1 = 3
<S²> = 2.007
Orbital gap (spin up / spin down) = 5.255 / 7.883 eV

=====

(6)
Molecular formula: C8H14N4O2
Method: DFT, ωB97M-V with the def2-TZVPD basis set

Last column: Mulliken charge in e.
CARTESIAN COORDINATES (ANGSTROEM)
C 1.859 1.061 -1.210  -1.62
C 0.854 0.343 -0.361  2.04
C 1.016 -1.239 -0.306  -1.41
C 1.118 0.772 1.066  -0.87
C 0.105 1.168 1.797  -0.52
C -1.351 1.238 1.415  -1.39
C -1.669 0.516 0.094  1.10
N -1.951 -0.871 0.482  -0.07
N -2.709 -1.546 -0.266  -0.28
N -2.892 -2.824 0.173  -0.59
N -2.936 1.130 -0.398  1.13
O -3.932 0.997 0.301  -0.62
O -2.889 1.762 -1.442  -0.62
C -0.507 0.742 -0.829  -1.69
H 2.066 0.623 -2.215  0.33
H 2.942 0.964 -0.795  0.36
H 1.653 2.199 -1.185  0.34
H 1.042 -1.542 -1.351  0.38
H 0.157 -1.708 0.402  0.30
H 2.046 -1.571 0.041  0.36
H 2.091 0.646 1.308  0.56
H 0.400 1.552 2.857  0.25
H -1.885 0.905 2.178  0.68
H -1.460 2.364 1.466  0.42
H -2.837 -2.990 1.172  0.25
H -3.637 -3.386 -0.206  0.25
H -0.639 1.753 -0.907  0.54
H -0.875 0.227 -1.858  0.39

SMILES = CC1(C)C=CC[C@@](/N=N/N)([N+](=O)[O-])C1
ΔE to the lowest compared entry with this formula, charge and spin = 4.804 eV
Orbital gap = 9.774 eV